Entry 1:
{
  "formula": "C19H27F3O4P2S7Ti",
  "method": "ωB97M-V with the def2-TZVPD basis set",
  "elements": ["Ti", "C", "P", "C", "C", "C", "C", "C", "C", "C", "P", "C", "C", "H", "H", "H", "H", "H", "H", "H", "H", "H", "H", "H", "H", "H", "H", "H", "H", "F", "C", "F", "F", "S", "O", "O", "O", "C", "S", "C", "C", "S", "S", "C", "S", "S", "H", "H", "H", "O", "S", "C", "C", "C", "C", "H", "H", "H", "H", "H", "H", "H", "H"],
  "coordinates": [[0.814, 0.404, -0.512], [2.811, 3.651, -0.912], [1.148, 2.923, -0.739], [0.300, 3.500, -2.240], [0.412, 3.738, 0.721], [0.824, 4.989, 1.171], [0.250, 5.539, 2.309], [-0.729, 4.847, 3.006], [-1.157, 3.609, 2.559], [-0.590, 3.050, 1.420], [-1.179, 1.512, 0.673], [-2.646, 2.029, -0.274], [-1.784, 0.445, 2.016], [2.726, 4.661, -1.317], [3.413, 3.061, -1.599], [3.315, 3.699, 0.052], [0.139, 4.579, -2.186], [-0.651, 2.990, -2.383], [0.935, 3.275, -3.100], [1.591, 5.539, 0.646], [0.571, 6.510, 2.654], [-1.162, 5.276, 3.898], [-1.931, 3.085, 3.103], [-3.361, 2.491, 0.411], [-3.115, 1.175, -0.761], [-2.365, 2.765, -1.026], [-2.718, 0.827, 2.427], [-1.037, 0.390, 2.808], [-1.968, -0.553, 1.621], [2.696, 0.522, -2.882], [2.619, 0.417, -1.573], [3.811, 0.741, -1.052], [2.430, -0.947, -1.273], [-0.628, -1.264, -1.896], [-0.196, 0.175, -2.169], [0.011, -2.216, -2.721], [-0.297, -1.330, -0.432], [-6.431, -1.890, 1.058], [-5.013, -1.213, 0.164], [-4.066, -2.637, -0.187], [-3.057, -2.684, -1.108], [-2.691, -1.340, -2.170], [-2.261, -4.223, -1.368], [-3.156, -5.103, -0.142], [-2.871, -6.644, 0.271], [-4.405, -4.131, 0.638], [-7.061, -1.030, 1.278], [-6.132, -2.359, 1.992], [-6.984, -2.582, 0.430], [1.670, 0.247, 1.147], [2.248, -0.172, 2.521], [2.515, -1.974, 2.350], [4.001, -2.208, 2.592], [4.721, -1.057, 1.907], [4.023, 0.211, 2.389], [2.230, -2.191, 1.316], [1.846, -2.491, 3.035], [4.293, -3.180, 2.198], [4.213, -2.210, 3.662], [4.639, -1.140, 0.824], [5.780, -1.025, 2.162], [4.102, 1.077, 1.731], [4.329, 0.499, 3.396]],
  "lowdin_charge": [0.78, -0.21, 0.91, -0.20, -0.36, -0.06, -0.03, -0.03, -0.06, -0.38, 0.91, -0.19, -0.20, 0.07, 0.05, 0.06, 0.07, 0.03, 0.07, 0.11, 0.12, 0.12, 0.11, 0.07, 0.01, 0.05, 0.06, 0.05, 0.04, 0.16, -0.59, 0.10, 0.02, 0.31, -0.44, -0.24, -0.43, -0.39, 0.85, -0.96, -1.02, 0.85, 0.94, -1.44, 0.66, 0.96, 0.05, 0.03, 0.05, -0.64, 1.14, -0.26, -0.20, -0.20, -0.27, 0.11, 0.11, 0.14, 0.13, 0.12, 0.14, 0.10, 0.11],
  "e_homo_ha": -0.457,
  "e_lumo_ev": -6.771,
  "charge": 2
}


Entry 2:
{
  "formula": "C19H27F6MgN4O5",
  "method": "ωB97M-V with the def2-TZVPD basis set",
  "elements": ["Mg", "O", "C", "C", "N", "C", "C", "O", "O", "C", "C", "O", "O", "H", "H", "H", "H", "H", "H", "H", "H", "H", "F", "C", "F", "F", "C", "C", "C", "N", "C", "C", "H", "H", "H", "H", "C", "C", "N", "C", "C", "C", "C", "N", "H", "H", "H", "H", "H", "H", "H", "H", "H", "H", "H", "H", "H", "H", "F", "C", "F", "F"],
  "coordinates": [[-0.885, 0.147, 0.881], [0.706, 1.138, 3.365], [-0.463, 1.469, 4.101], [-1.446, 2.272, 3.256], [-2.021, 1.545, 2.113], [-2.348, 2.523, 1.059], [-1.060, 2.876, 0.282], [-0.938, 4.003, -0.197], [-0.248, 1.896, 0.188], [-3.191, 0.736, 2.467], [-3.625, -0.085, 1.225], [-4.823, -0.272, 1.029], [-2.654, -0.479, 0.489], [0.798, 0.177, 3.338], [-0.945, 0.575, 4.496], [-0.162, 2.092, 4.951], [-2.252, 2.639, 3.907], [-0.901, 3.132, 2.862], [-3.030, 2.070, 0.338], [-2.824, 3.424, 1.458], [-2.922, 0.023, 3.251], [-4.037, 1.341, 2.815], [-3.049, 0.088, -6.646], [-2.269, 1.052, -6.106], [-1.186, 1.170, -6.900], [-2.961, 2.205, -6.206], [-1.907, 0.737, -4.686], [-2.916, 0.533, -3.757], [-2.547, 0.224, -2.454], [-1.280, 0.124, -2.067], [-0.327, 0.338, -2.961], [-0.582, 0.642, -4.291], [-3.957, 0.609, -4.042], [-3.289, 0.027, -1.686], [0.692, 0.266, -2.598], [0.221, 0.800, -4.996], [4.049, -3.146, 0.964], [3.801, -2.634, -0.459], [3.001, -1.422, -0.516], [3.679, -0.137, -0.457], [4.037, 0.374, 0.942], [1.639, -1.480, -0.350], [0.951, -2.789, -0.620], [0.918, -0.474, -0.033], [4.457, -4.158, 0.937], [3.113, -3.158, 1.524], [4.755, -2.512, 1.499], [3.294, -3.413, -1.028], [4.752, -2.434, -0.957], [3.042, 0.603, -0.945], [4.588, -0.224, -1.056], [3.148, 0.477, 1.565], [4.508, 1.354, 0.856], [4.737, -0.295, 1.441], [1.268, -3.213, -1.575], [-0.116, -2.592, -0.646], [1.145, -3.512, 0.173], [1.421, 0.400, 0.117], [-0.968, -2.706, 1.795], [-0.486, -1.530, 2.334], [0.888, -1.856, 2.575], [-0.990, -1.583, 3.645]],
  "lowdin_charge": [0.55, -0.06, -0.23, -0.15, -0.20, -0.09, -0.64, 0.01, -0.10, -0.09, -0.64, 0.01, -0.11, 0.05, 0.10, 0.11, 0.13, 0.13, 0.13, 0.13, 0.12, 0.13, 0.13, -0.58, 0.12, 0.14, -0.13, 0.02, -0.09, 0.10, -0.11, 0.01, 0.12, 0.11, 0.10, 0.11, -0.07, -0.21, -0.09, -0.21, -0.06, -0.41, 0.00, 0.11, 0.07, 0.07, 0.06, 0.10, 0.11, 0.12, 0.11, 0.07, 0.08, 0.06, 0.08, 0.08, 0.09, 0.06, -0.01, -0.43, -0.07, -0.04],
  "e_homo_ha": -0.214,
  "relative_energy_kj_mol": 19.3,
  "e_lumo_ev": 2.522,
  "charge": -1
}


Entry 3:
{
  "formula": "C19H27InNO",
  "method": "ωB97M-V with the def2-TZVPD basis set",
  "elements": ["C", "C", "C", "C", "C", "In", "N", "C", "C", "H", "H", "H", "H", "H", "H", "H", "H", "H", "H", "C", "C", "C", "C", "C", "C", "C", "C", "C", "C", "C", "C", "O", "H", "H", "H", "H", "H", "H", "H", "H", "H", "H", "H", "H", "H", "H", "H", "H", "H"],
  "coordinates": [[1.873, 0.175, -1.844], [0.669, 0.126, -2.586], [-0.125, -0.942, -2.074], [0.564, -1.538, -0.995], [1.815, -0.857, -0.837], [0.536, 0.179, 1.190], [2.077, 0.184, 3.040], [-0.235, 2.052, 0.848], [-1.221, 2.120, -0.237], [-1.099, -1.252, -2.467], [0.405, 0.763, -3.448], [0.271, -2.432, -0.449], [2.643, -1.182, -0.196], [2.732, 0.839, -2.027], [-1.030, 2.150, -1.353], [-0.498, 1.815, 2.016], [2.685, 0.500, 2.218], [-2.287, 1.945, 0.013], [0.985, 2.021, 0.556], [-3.979, -0.174, 0.313], [-3.955, -1.688, 0.533], [-3.300, -2.385, -0.660], [-3.334, -2.093, 1.870], [-4.096, -2.737, 2.835], [-3.558, -3.112, 4.061], [-2.210, -2.865, 4.303], [-1.385, -2.222, 3.387], [0.077, -2.006, 3.779], [0.195, -1.242, 5.096], [0.830, -3.332, 3.887], [-1.953, -1.787, 2.126], [-1.302, -1.110, 1.209], [-2.964, 0.194, 0.134], [-4.404, 0.329, 1.191], [-4.599, 0.060, -0.563], [-4.999, -2.026, 0.580], [-2.243, -2.105, -0.721], [-3.381, -3.473, -0.560], [-3.807, -2.087, -1.584], [-5.138, -2.960, 2.615], [-4.172, -3.605, 4.809], [-1.779, -3.193, 5.248], [0.581, -1.324, 3.060], [-0.299, -1.773, 5.919], [1.251, -1.080, 5.323], [-0.244, -0.251, 4.950], [0.761, -3.909, 2.959], [1.887, -3.152, 4.106], [0.409, -3.939, 4.703]],
  "lowdin_charge": [-0.19, -0.19, -0.17, -0.22, -0.25, 0.80, -0.24, -0.22, 0.06, 0.08, 0.08, 0.10, 0.09, 0.08, 0.08, 0.11, -0.22, 0.05, 0.11, -0.08, -0.37, -0.07, -0.14, -0.08, -0.12, -0.08, -0.12, -0.43, -0.10, -0.07, -0.27, -0.21, 0.03, 0.09, 0.08, 0.12, 0.05, 0.08, 0.07, 0.10, 0.08, 0.10, 0.00, 0.06, 0.06, 0.07, 0.08, 0.07, 0.07],
  "e_homo_ha": [-0.139, -0.138],
  "relative_energy_kj_mol": 24.7,
  "e_lumo_ev": [1.639, 1.634],
  "charge": -1
}


Entry 4:
{
  "formula": "C19H27MoN2O5PSTe",
  "method": "ωB97M-V with the def2-TZVPD basis set",
  "elements": ["Mo", "C", "C", "C", "C", "C", "C", "C", "C", "C", "S", "C", "N", "H", "H", "H", "H", "H", "H", "H", "H", "O", "C", "O", "C", "N", "C", "C", "C", "H", "H", "H", "H", "H", "H", "H", "H", "H", "C", "C", "O", "P", "O", "Te", "O", "C", "C", "H", "H", "H", "H", "H", "H", "H", "H", "H", "H"],
  "coordinates": [[0.380, 0.356, -0.129], [-0.798, 2.289, 2.253], [0.356, 2.939, 1.555], [0.821, 4.184, 2.004], [1.862, 4.802, 1.374], [2.468, 4.187, 0.262], [3.539, 4.779, -0.454], [4.081, 4.147, -1.536], [3.578, 2.896, -1.941], [2.550, 2.302, -1.256], [1.946, 0.727, -1.733], [1.972, 2.940, -0.143], [0.921, 2.320, 0.507], [-1.100, 2.877, 3.117], [-0.547, 1.285, 2.596], [-1.652, 2.203, 1.583], [0.336, 4.639, 2.856], [2.228, 5.762, 1.720], [3.913, 5.741, -0.126], [4.895, 4.601, -2.084], [4.008, 2.393, -2.800], [-1.428, 0.669, -1.434], [-2.144, 0.049, -0.582], [-1.753, -0.075, 0.597], [-3.430, -0.598, -1.034], [-3.669, -0.189, -2.477], [-5.017, 0.502, -2.552], [-5.223, 1.017, -1.137], [-4.670, -0.121, -0.269], [-3.277, -1.674, -0.990], [-3.609, -0.981, -3.115], [-2.897, 0.442, -2.726], [-5.752, -0.256, -2.811], [-4.986, 1.256, -3.333], [-6.274, 1.217, -0.944], [-4.670, 1.945, -0.977], [-5.394, -0.930, -0.186], [-4.396, 0.190, 0.736], [0.457, -5.030, 2.572], [-0.277, -4.194, 1.560], [0.620, -3.911, 0.431], [1.058, -2.490, -0.017], [-0.010, -1.676, -0.750], [1.641, -0.978, 1.803], [2.227, -2.742, -1.008], [3.332, -3.696, -0.847], [4.037, -3.576, 0.480], [-0.219, -5.277, 3.392], [1.310, -4.489, 2.984], [0.810, -5.960, 2.126], [-0.625, -3.253, 1.984], [-1.125, -4.718, 1.130], [3.993, -3.461, -1.672], [2.913, -4.688, -1.000], [4.456, -2.581, 0.627], [4.858, -4.294, 0.497], [3.378, -3.819, 1.316]],
  "lowdin_charge": [1.11, -0.03, -0.28, 0.01, 0.05, -0.14, 0.01, -0.03, -0.06, -0.55, 0.76, -0.23, -0.06, 0.10, 0.05, 0.08, 0.13, 0.14, 0.13, 0.12, 0.12, -0.10, -0.62, -0.08, -0.14, 0.12, -0.07, -0.13, -0.09, 0.18, 0.19, 0.16, 0.14, 0.14, 0.13, 0.13, 0.13, 0.13, -0.06, -0.24, -0.23, 0.16, -0.47, 0.75, -0.25, -0.20, -0.09, 0.09, 0.08, 0.09, 0.09, 0.13, 0.13, 0.13, 0.08, 0.10, 0.05],
  "e_homo_ha": [-0.493, -0.502],
  "spin_multiplicity": 3,
  "relative_energy_kj_mol": 0.0,
  "e_lumo_ev": [-7.387, -6.535],
  "charge": 2,
  "s_squared": 2.08
}


Entry 5:
{
  "formula": "C19H27N3O3",
  "method": "ωB97M-V with the def2-TZVPD basis set",
  "elements": ["C", "O", "C", "C", "C", "C", "C", "C", "O", "N", "C", "C", "C", "N", "C", "O", "N", "C", "C", "C", "C", "C", "C", "C", "C", "H", "H", "H", "H", "H", "H", "H", "H", "H", "H", "H", "H", "H", "H", "H", "H", "H", "H", "H", "H", "H", "H", "H", "H", "H", "H", "H"],
  "coordinates": [[-1.936, 4.189, 1.024], [-0.673, 4.547, 1.531], [0.406, 3.798, 1.175], [1.640, 4.233, 1.662], [2.795, 3.550, 1.342], [2.745, 2.410, 0.557], [1.519, 1.958, 0.090], [1.418, 0.768, -0.811], [0.875, 0.847, -1.900], [1.971, -0.386, -0.381], [2.304, -0.758, 0.984], [2.683, -2.245, 1.026], [1.431, -3.112, 1.257], [0.227, -2.507, 0.716], [0.078, -2.649, -0.661], [0.979, -3.116, -1.346], [-1.105, -2.270, -1.200], [-1.227, -2.202, -2.643], [-1.786, -0.838, -3.038], [-3.138, -0.614, -2.363], [-2.995, -0.766, -0.850], [-2.373, -2.126, -0.526], [-0.125, -1.264, 1.383], [1.116, -0.545, 1.934], [0.354, 2.660, 0.380], [-2.628, 4.939, 1.403], [-2.246, 3.201, 1.380], [-1.949, 4.203, -0.070], [1.664, 5.120, 2.275], [3.746, 3.911, 1.706], [3.652, 1.892, 0.287], [1.878, -1.159, -1.034], [3.150, -0.149, 1.324], [3.398, -2.423, 1.830], [3.155, -2.524, 0.084], [1.560, -4.085, 0.782], [1.258, -3.264, 2.326], [-0.237, -2.358, -3.072], [-1.893, -3.003, -2.992], [-1.893, -0.791, -4.122], [-1.078, -0.066, -2.732], [-3.520, 0.379, -2.605], [-3.857, -1.350, -2.732], [-3.968, -0.684, -0.361], [-2.355, 0.033, -0.470], [-2.249, -2.269, 0.547], [-3.046, -2.914, -0.895], [-0.618, -0.610, 0.664], [-0.821, -1.468, 2.207], [1.391, -0.940, 2.913], [0.897, 0.516, 2.050], [-0.576, 2.300, -0.032]],
  "lowdin_charge": [-0.09, -0.08, -0.26, 0.00, -0.06, -0.04, -0.16, -0.44, 0.07, 0.14, -0.29, -0.11, -0.14, -0.05, -0.50, 0.05, -0.03, -0.14, -0.17, -0.20, -0.17, -0.15, -0.14, -0.10, 0.03, 0.09, 0.09, 0.10, 0.12, 0.11, 0.12, 0.13, 0.13, 0.12, 0.11, 0.13, 0.12, 0.12, 0.13, 0.11, 0.09, 0.11, 0.11, 0.11, 0.10, 0.11, 0.13, 0.10, 0.12, 0.12, 0.10, 0.11],
  "e_homo_ha": -0.323,
  "relative_energy_kj_mol": 137.6,
  "e_lumo_ev": 0.644,
  "charge": 0
}


Entry 6:
{
  "formula": "C19H27N3O3S",
  "method": "ωB97M-V with the def2-TZVPD basis set",
  "elements": ["C", "C", "N", "C", "C", "N", "C", "S", "C", "C", "C", "C", "O", "C", "C", "O", "N", "C", "C", "O", "C", "C", "C", "C", "C", "C", "H", "H", "H", "H", "H", "H", "H", "H", "H", "H", "H", "H", "H", "H", "H", "H", "H", "H", "H", "H", "H", "H", "H", "H", "H", "H", "H"],
  "coordinates": [[4.768, 2.638, -1.773], [4.774, 2.482, -0.249], [4.096, 1.318, 0.283], [2.666, 1.286, 0.065], [2.062, 0.204, 0.966], [2.667, -1.072, 0.663], [2.008, -2.168, 0.270], [2.747, -3.636, 0.073], [0.567, -2.098, -0.022], [0.063, -1.246, -1.000], [-1.282, -1.246, -1.328], [-2.151, -2.108, -0.670], [-3.498, -2.183, -0.886], [-4.093, -1.284, -1.797], [-3.956, 0.199, -1.429], [-3.574, 1.003, -2.261], [-4.295, 0.565, -0.179], [-4.742, -0.278, 0.908], [-3.691, -0.244, 2.026], [-3.444, 1.075, 2.454], [-3.005, 1.886, 1.388], [-4.042, 1.925, 0.261], [-1.650, -2.979, 0.300], [-0.309, -2.981, 0.609], [4.102, -1.044, 0.823], [4.687, 0.044, -0.078], [5.309, 3.539, -2.047], [5.253, 1.790, -2.251], [3.752, 2.720, -2.152], [5.809, 2.437, 0.103], [4.305, 3.361, 0.205], [2.245, 2.258, 0.332], [2.404, 1.066, -0.984], [0.981, 0.152, 0.843], [2.294, 0.453, 2.009], [0.730, -0.588, -1.536], [-1.630, -0.573, -2.095], [-5.152, -1.557, -1.822], [-3.678, -1.407, -2.805], [-4.901, -1.302, 0.579], [-5.684, 0.132, 1.291], [-4.046, -0.788, 2.903], [-2.759, -0.706, 1.664], [-2.849, 2.882, 1.805], [-2.052, 1.502, 0.991], [-3.675, 2.499, -0.590], [-4.975, 2.361, 0.631], [-2.335, -3.652, 0.791], [0.078, -3.667, 1.346], [4.503, -2.024, 0.561], [4.341, -0.818, 1.867], [5.766, 0.099, 0.073], [4.491, -0.228, -1.130]],
  "lowdin_charge": [-0.08, -0.25, -0.19, -0.17, -0.12, -0.12, -0.72, 0.70, -0.28, -0.02, 0.01, -0.27, -0.06, -0.09, -0.45, 0.05, -0.04, -0.10, -0.17, -0.12, -0.18, -0.10, 0.00, -0.04, -0.16, -0.17, 0.07, 0.07, 0.06, 0.11, 0.11, 0.13, 0.12, 0.11, 0.13, 0.12, 0.11, 0.14, 0.14, 0.12, 0.14, 0.13, 0.12, 0.13, 0.13, 0.12, 0.13, 0.12, 0.11, 0.06, 0.14, 0.13, 0.13],
  "e_homo_ha": -0.287,
  "relative_energy_kj_mol": 222.2,
  "e_lumo_ev": 0.618,
  "charge": 0
}